13
Properties=species:S:1:pos:R:3:nbo_charge:R:1 method="wB97M-V/def2-TZVPD" de_lowest_kcal_mol=31.9 homo_energy_ev="-9.12 / -10.67" gap_ev="7.007 / 9.560" largest_force_ev_per_a=2.6
N -0.9835 1.0055 1.2381 -0.4407
N 0.5897 -1.5590 -0.8803 -1.0383
N 0.0313 0.7361 0.4652 -0.5123
N -1.7799 0.4999 -1.2973 0.5058
O -2.6876 0.7829 -0.5860 -0.2685
O -1.7091 -0.2634 -2.2435 -0.3301
O 2.1839 -0.2951 0.6379 -0.8794
O 0.1128 -1.5615 1.5328 -0.9487
S 0.8077 -0.7155 0.5548 2.3356
H -1.4216 0.3640 1.8222 0.3843
H -1.0362 1.9292 1.4964 0.3819
H -0.3642 -1.9405 -0.9889 0.4071
H 0.8252 -1.0444 -1.7146 0.4034

22
Properties=species:S:1:pos:R:3:nbo_charge:R:1 method="wB97M-V/def2-TZVPD" de_lowest_kcal_mol=71.4 homo_energy_ev="-12.13 / -11.77" gap_ev="8.831 / 6.548" largest_force_ev_per_a=1.9 total_charge=+1
C -0.1535 -2.3602 2.5205 -0.2912
C 1.1315 -2.6524 2.0526 -0.2909
C -0.6188 -1.2682 1.7851 0.5585
C 1.4260 -1.7270 1.0502 0.5466
C 1.1333 1.2699 -0.6705 0.3171
C -0.9976 0.6740 -1.1836 -0.2559
C -0.5582 1.8541 -2.0892 -0.2328
N 0.3574 -0.9132 0.9247 -0.3781
N 0.1530 0.5038 -0.3386 -0.2763
N 0.8228 2.0777 -1.6692 -0.5595
O -1.7678 -0.5951 1.8195 -0.5990
O 2.5106 -1.5479 0.2950 -0.6058
H -0.6952 -2.8763 3.2878 0.2457
H 1.7803 -3.4334 2.3976 0.2454
H 2.0925 1.2600 -0.1813 0.2321
H -1.8753 0.8990 -0.5753 0.2256
H -1.1923 -0.2429 -1.7459 0.2176
H -0.6008 1.6120 -3.1532 0.2216
H -1.1599 2.7491 -1.9075 0.2173
H 1.4103 2.7910 -2.0673 0.4309
H -2.3446 -0.9372 2.5156 0.5152
H 3.1851 -2.2103 0.4995 0.5159

61
Properties=species:S:1:pos:R:3:mulliken_spin:R:1 method="wB97M-V/def2-TZVPD" homo_energy_ev="2.32 / 0.09" gap_ev="2.672 / 4.847" multiplicity=5 largest_force_ev_per_a=4.1 total_charge=-2
C 3.9125 -2.6550 2.7507 0.0079
C 3.2891 -1.3488 2.3362 0.0337
O 1.8676 -1.6447 2.1178 -0.0268
C 1.0706 -0.5928 1.9395 -0.1036
C -0.2377 -0.8872 1.4445 0.0997
C -1.3238 0.0519 1.6676 0.0472
O -1.6750 0.9662 0.9075 -0.0096
C -2.2497 -0.2405 2.8467 0.0099
C -3.4829 -0.9467 2.2960 0.0014
C -3.1483 -2.1734 1.4373 0.0031
C -1.8868 -2.9040 1.9105 -0.0042
C -0.5264 -2.3638 1.4386 -0.0184
O 1.5409 0.5708 2.0383 -0.0699
H 4.9689 -2.5033 2.9885 -0.0017
H 3.4189 -3.0585 3.6412 0.0012
H 3.8500 -3.3954 1.9465 0.0009
H 3.3897 -0.5835 3.1163 -0.0016
H 3.7018 -0.9797 1.3862 0.0160
H -1.6933 -0.8447 3.5766 0.0000
H -2.5368 0.7076 3.3229 0.0014
H -4.1285 -1.2537 3.1274 0.0002
H -4.0509 -0.2330 1.6879 0.0000
H -3.9889 -2.8806 1.4934 -0.0010
H -3.0696 -1.9094 0.3726 -0.0015
H -1.8763 -2.9353 3.0106 0.0015
H -1.9258 -3.9552 1.5836 -0.0016
H -0.3200 -2.7276 0.4152 0.0342
H 0.2326 -2.8301 2.0870 -0.0013
C 0.6316 0.7378 -4.8184 -0.0565
C 0.5114 1.8483 -3.8965 0.0909
C -0.7766 1.7475 -3.2359 0.2421
C -1.4559 0.5745 -3.7463 0.0577
C -0.5892 -0.0456 -4.7375 -0.0532
Fe 0.2907 0.0905 -2.9747 2.8646
C -0.0200 -1.7579 -2.3014 0.0840
C 1.3377 -1.5785 -2.7412 0.1213
C 1.9000 -0.4760 -1.9919 -0.0701
C 0.8995 0.0060 -1.0418 -0.3425
C 1.2413 0.9110 0.0906 1.0605
C 0.6469 2.2714 0.2452 -0.0064
C 0.7573 3.1600 -0.8405 0.0192
C 0.0843 4.3788 -0.8528 -0.0027
C -0.6314 4.7921 0.2768 0.0029
C -0.5768 4.0097 1.4399 -0.0152
C 0.1240 2.8148 1.4402 0.0809
C -0.3258 -0.7336 -1.3211 -0.0950
H 1.4535 0.5834 -5.5123 0.0301
H 1.2135 2.6692 -3.8035 -0.0250
H -1.2001 2.4777 -2.5544 -0.0724
H -2.4685 0.2748 -3.4907 0.0029
H -0.8413 -0.8966 -5.3627 0.0159
H -0.7022 -2.5538 -2.5920 -0.0310
H 1.8692 -2.2136 -3.4428 0.0615
H 2.9299 -0.1195 -2.0157 -0.0193
H 2.3408 0.9681 0.1353 0.0743
H 1.3845 2.8642 -1.6871 -0.0051
H 0.1395 5.0060 -1.7474 0.0120
H -1.1947 5.7276 0.2684 0.0011
H -1.0860 4.3207 2.3541 -0.0006
H 0.2615 2.2850 2.3799 0.0324
H -1.2705 -0.5935 -0.8090 -0.0767